The following is a DFT calculation (ωB97M-V with the def2-TZVPD basis set) of a cluster of 6 separate species, C26H54ClN6O13P in total.

The value obtained for the HOMO energy is -8.4 eV. The calculation puts the frontier orbital gap at 8.154 eV. The structure (SMILES) is N=[PH2][C@@]1(CC(N)(N)N)CNC(=O)[C@@]1(Cl)ON=O.CCOC(C)=O.CCOC(C)=O.CCOC(C)=O.CCOC(C)=O.CCOC(C)=O.

XYZ file:
```
101
Properties=species:S:1:pos:R:3:forces:R:3
O 2.976 -0.403 2.097 0.4 -0.2 0.4
H 6.311 2.785 -0.725 -0.2 0.0 0.2
H 5.687 -0.210 1.206 0.0 -0.1 0.0
C -7.511 2.205 -5.760 0.2 -0.1 0.1
H -8.994 3.487 -4.802 0.1 -0.1 0.1
H -2.250 -1.718 -2.872 0.4 0.5 0.4
N -2.195 -1.223 -1.973 0.4 -1.6 0.3
H 8.806 5.549 4.693 0.0 -0.3 -0.1
H 7.110 5.932 4.823 -0.2 -0.1 -0.2
H -4.093 -2.085 0.222 0.9 0.8 -0.2
H 7.652 4.733 3.616 0.0 0.1 0.0
H 1.086 -5.186 -3.609 0.4 0.4 0.5
H 6.986 -0.293 3.319 0.1 -0.1 0.0
N 1.154 -4.525 -2.830 0.5 -0.7 1.6
H 4.718 4.262 6.904 0.3 -0.1 0.0
H 0.107 -2.745 -3.324 -0.8 -1.4 0.7
C 7.806 5.119 4.626 0.1 0.6 0.2
O 2.852 -5.568 -1.390 -3.4 1.6 -1.0
C -6.935 -4.276 -1.293 0.2 -0.4 -0.5
H 1.008 -0.445 -0.552 -0.1 -1.2 0.4
H 5.263 -1.885 5.284 -0.2 0.1 -0.2
H -7.993 3.336 -3.018 0.2 -0.1 -0.1
H -3.225 -0.623 0.059 -0.2 -0.7 -0.1
N 2.458 -1.408 -2.273 -1.3 -0.7 0.9
O -9.363 1.474 -4.361 -0.5 -0.2 -0.1
H -10.129 -2.004 -0.725 0.0 0.0 -0.2
H 2.115 -2.027 -3.014 0.5 0.2 0.1
H -7.104 1.878 -2.498 -0.1 0.0 0.0
C 3.980 4.570 -0.088 0.0 -0.1 0.2
C 5.072 5.003 -1.045 -0.3 -0.1 0.1
H 3.749 5.374 0.615 0.0 0.0 -0.1
H -9.603 2.490 -6.103 -0.1 -0.2 0.2
N -2.986 -3.492 -1.339 0.8 0.2 -0.5
N 0.480 -5.401 1.623 -0.8 -0.1 3.1
O -7.641 -1.964 -1.686 0.6 0.3 -0.1
C 5.130 -1.121 1.432 0.0 -0.6 -0.3
C 6.966 3.119 0.078 0.2 -0.4 -0.5
O 0.073 -4.945 2.635 0.9 -0.7 -1.3
H -1.136 -3.337 0.668 0.4 1.0 -1.3
Cl -0.553 -5.833 -0.598 0.2 1.2 -0.7
H -1.309 -0.719 -1.858 -0.4 -0.3 -0.5
C 5.351 4.534 6.055 -0.2 0.0 -0.2
H 7.566 -1.126 4.770 0.0 0.0 0.0
H 6.549 2.831 1.044 0.0 0.0 -0.1
H -0.585 -1.630 0.372 -0.7 -1.4 -0.7
C 7.707 3.988 5.608 0.8 -0.3 -0.2
H 4.649 -1.480 0.520 0.0 0.3 0.0
H 5.315 4.232 -1.780 0.0 0.0 0.1
C 6.704 -0.634 4.317 0.0 0.2 -0.1
H 4.306 3.253 4.672 0.0 0.1 0.1
C -8.068 2.389 -2.487 -0.1 0.6 0.3
C 4.062 -0.811 2.443 -0.2 0.3 -0.3
H -8.589 -3.146 -3.136 0.1 -0.1 0.2
H -8.330 2.636 -1.457 0.1 -0.3 -0.1
O 1.184 -4.432 0.907 -0.4 1.4 -2.9
O -5.621 -2.351 -0.874 -1.2 0.0 -0.5
H -7.474 1.219 -6.229 -0.1 0.1 0.0
H -7.199 2.955 -6.490 0.0 0.0 0.0
H 5.184 4.558 3.893 0.0 0.1 0.1
C 0.279 -3.059 -1.161 -2.4 -2.2 3.1
H 4.729 5.871 -1.612 0.3 0.0 0.1
H -3.982 -3.328 -1.520 0.7 0.2 0.3
O -9.691 0.680 -2.322 0.1 0.3 -0.7
H -2.898 -4.258 -0.664 0.1 0.6 -0.3
H -5.989 -4.798 -1.449 0.0 0.1 0.2
H 6.460 0.257 4.900 0.0 -0.1 0.1
H -9.607 -3.675 -0.845 0.0 0.0 -0.1
H -0.988 -4.243 -2.783 0.7 1.3 0.7
O 8.675 3.308 5.872 -1.0 0.3 0.0
C 1.780 -4.982 -1.600 0.5 -0.2 0.1
H -10.824 -3.057 -1.975 0.1 0.0 0.0
C 7.223 4.600 0.070 0.5 0.0 0.4
C -8.910 2.498 -5.258 0.3 0.1 -0.2
N -3.168 -1.636 0.187 0.9 -0.5 0.0
O 6.243 5.429 -0.334 0.2 0.4 -0.2
H 4.287 3.707 0.507 -0.1 0.0 -0.1
H 3.072 4.308 -0.634 0.1 0.0 0.0
H 2.463 -2.098 0.140 -1.1 0.1 -0.2
P 1.594 -1.711 -0.948 2.0 0.4 -2.5
O 4.356 -0.909 3.750 -0.5 -0.1 0.2
H -7.348 -4.566 -0.326 0.0 0.0 -0.1
O 8.262 5.051 0.493 -0.7 0.0 -0.3
H 5.731 -2.490 3.712 -0.1 0.1 -0.1
H -6.787 2.195 -4.943 0.0 0.1 0.0
C 5.518 -1.574 4.268 0.3 0.1 0.1
H 5.625 5.581 6.200 0.1 -0.1 -0.1
H 5.814 -1.907 1.744 0.1 0.2 0.1
C -8.821 -2.377 -2.394 -0.5 -0.1 -0.1
H -9.162 -1.503 -2.953 0.2 0.0 0.2
C -2.299 -2.261 -0.884 -1.4 0.8 1.7
H 7.915 2.603 -0.070 0.0 0.1 0.2
H -7.598 -4.602 -2.092 -0.2 0.0 0.2
O 6.502 3.681 6.127 0.0 -0.3 0.5
C -0.907 -2.591 -0.172 -0.9 0.7 -0.3
C -6.669 -2.798 -1.295 -0.1 0.1 0.3
C -0.058 -3.630 -2.610 2.4 0.9 -0.5
H 3.674 4.912 4.751 0.0 0.0 0.0
C 4.583 4.306 4.769 0.1 -0.1 -0.2
C 0.720 -4.465 -0.487 2.3 -0.6 -0.8
C -9.910 -2.806 -1.433 0.1 -0.1 0.3
C -9.121 1.471 -3.037 0.1 -0.3 0.5
```
Forces are in eV/Å.

=====

The following is a DFT calculation (ωB97M-V with the def2-TZVPD basis set) of a structure of composition C26H55ClN2O3P2Tb.

As for the net charge: -1. The value obtained for the HOMO energy (spin up / spin down) is -2.9 / -2.9 eV. The calculation puts the frontier orbital gap (spin up / spin down) at 5.447 / 5.414 eV. As for the spin multiplicity: 7. As for the expectation value of S²: 12.711.

XYZ file:
```
90
Properties=species:S:1:pos:R:3:forces:R:3
C 3.207 2.086 -0.276 -0.3 -0.4 0.5
H 0.156 0.832 4.680 -0.4 -0.2 0.3
H -3.831 -2.917 0.583 0.4 0.0 0.0
C -3.202 -2.182 0.053 -0.1 -0.1 0.1
H -2.851 -1.415 0.757 -0.1 -0.2 -0.4
H -2.387 1.866 6.064 0.3 0.1 -0.1
H -3.875 -1.697 -0.678 0.3 -0.1 0.4
H -2.676 -1.798 5.876 0.3 0.4 -0.2
H 3.730 1.446 -1.000 0.0 0.4 0.1
C -1.466 1.961 5.484 -0.3 0.3 -0.2
H -2.576 2.577 -0.321 0.2 -0.1 -0.4
H -0.807 2.663 6.012 0.0 -0.2 -0.1
H 0.200 4.995 0.907 -0.2 0.0 0.3
C 0.837 -4.866 -1.724 0.3 -0.1 -0.7
H -1.725 2.396 4.512 0.0 -0.1 0.3
C 2.416 4.275 -1.287 0.6 0.0 -0.4
H 1.290 4.513 3.178 0.2 0.1 -0.3
Tb -0.078 0.213 0.023 -0.3 -0.6 0.1
C 1.537 3.998 2.237 0.2 -0.5 0.3
H -1.640 5.232 -0.355 0.1 -0.1 -0.1
H -2.015 -4.551 -2.137 0.0 -0.1 0.1
H 2.634 -3.181 -2.397 0.1 0.1 0.1
H 1.799 -1.620 -2.239 0.2 -0.3 0.5
H 2.398 4.467 1.748 -0.1 0.0 0.2
H -0.068 5.536 -1.140 -0.2 -0.1 0.0
C -1.007 4.976 -1.213 -0.3 0.2 -0.5
H -2.128 1.776 -1.848 0.0 0.3 0.4
H 1.191 -5.073 -2.741 0.1 -0.3 0.1
H -0.918 3.813 3.123 0.0 0.2 -0.2
H -4.090 0.700 4.849 -0.1 0.0 0.4
C 1.973 -2.587 -1.748 0.1 -0.2 -0.3
H -3.540 0.455 6.549 -0.2 -0.1 -0.2
O -0.632 -2.669 5.122 0.2 1.9 -0.8
H -3.381 -1.616 4.301 0.2 0.2 0.1
C -0.614 -1.662 4.407 0.6 -1.6 0.6
C 2.049 2.830 -0.969 0.0 0.8 -0.1
Cl 1.776 0.908 2.236 -0.1 -0.5 0.7
N 0.362 -1.511 3.413 -0.3 -1.1 2.7
H 1.525 0.069 -1.099 0.5 0.1 -1.2
H -0.420 0.223 6.246 -0.2 0.0 -0.3
H -0.305 3.232 -2.277 -0.2 0.2 0.1
C 0.652 -3.348 -1.602 -0.7 -1.0 0.0
H 2.480 -2.405 -0.787 -0.2 0.0 -0.3
H -0.089 -5.438 -1.566 0.3 0.2 0.0
H -1.659 -3.062 2.110 0.0 -0.4 0.1
H 3.898 2.794 0.207 -0.1 -0.1 -0.2
H -1.921 -2.219 -1.645 0.2 -0.3 0.4
H -1.123 2.461 2.033 0.1 0.4 -0.1
N -1.091 -0.389 2.023 -0.4 -0.6 1.3
C 0.317 3.991 1.331 0.0 0.6 -0.2
P -0.317 -2.934 -0.087 -2.3 1.3 -3.9
C -1.850 0.057 3.100 0.5 0.4 -1.9
H -0.293 -5.223 0.589 0.1 0.1 0.2
C -1.247 -4.086 2.134 0.0 0.0 0.5
H 1.241 -1.959 3.552 0.4 -0.5 -0.1
C -2.070 -2.857 -0.752 -0.3 -1.7 -0.5
C -2.172 2.745 -1.328 -0.2 0.3 -0.1
P 0.427 2.844 -0.079 0.0 -0.5 -0.2
H -2.088 -4.782 1.969 0.4 0.3 -0.1
H -1.530 5.321 -2.113 0.0 0.1 0.1
C 1.331 -4.303 1.670 -0.3 -0.1 0.3
H -1.844 4.017 1.606 0.0 -0.1 0.2
H 3.448 4.286 -1.657 -0.1 0.3 -0.1
C -2.892 -1.041 5.107 0.2 -0.3 -0.1
H 2.369 4.906 -0.389 0.0 -0.1 -0.3
H -2.901 3.371 -1.864 0.1 0.0 -0.1
O 0.627 -1.561 1.139 1.2 2.7 6.0
C -0.812 3.464 -1.325 0.5 0.5 -0.2
H 1.604 -5.222 -1.025 -0.2 0.0 -0.1
H -4.824 -0.569 5.891 0.2 0.2 -0.1
H 1.805 2.287 -1.898 0.0 0.2 0.3
H 2.838 1.409 0.526 0.6 0.6 -0.9
H -0.854 -4.270 3.144 -0.2 0.1 -0.2
C -0.120 -4.262 1.096 0.2 -1.1 0.1
C -1.559 -0.484 4.498 -0.8 -0.3 0.5
H 1.762 4.684 -2.064 0.1 0.1 0.1
H 2.049 -4.756 0.970 -0.3 0.3 0.1
C -0.015 -1.125 2.205 1.4 -0.4 -2.2
H -2.397 -5.018 -0.461 0.0 0.2 -0.1
H -0.010 -3.013 -2.423 0.1 -0.2 0.3
H 1.787 2.945 2.474 0.1 1.0 0.1
H -1.992 0.467 0.107 -0.9 0.3 -1.0
H 1.347 -4.935 2.572 -0.1 0.2 -0.2
C -3.894 -0.039 5.638 -0.3 0.1 -0.1
C -0.759 0.631 5.276 0.4 -0.3 0.0
H -3.604 -4.200 -1.451 -0.1 -0.3 -0.1
H 1.687 -3.294 1.927 -0.1 -0.6 -0.1
O -2.701 0.894 2.855 -0.3 -0.2 1.2
C -0.960 3.552 2.059 -0.3 -0.1 0.2
C -2.532 -4.242 -1.225 -0.8 0.2 -0.4
```
Forces are in eV/Å.